Model one:
16
Properties=species:S:1:pos:R:3:lowdin_charge:R:1 method="wB97M-V/def2-TZVPD" smiles="COCCNC=O" e_lumo_ha=0.032 orbital_gap_ev=10.607
C 0.66 -0.84 -2.41 -0.115
O 0.75 -0.28 -1.12 -0.200
C -0.42 0.40 -0.75 -0.234
C -0.23 0.94 0.65 -0.164
N 0.12 -0.13 1.56 0.025
C -0.28 -0.12 2.86 -0.366
O -1.04 0.69 3.35 0.008
H -0.17 -1.55 -2.48 0.091
H 0.51 -0.05 -3.17 0.090
H 1.60 -1.35 -2.61 0.090
H -1.29 -0.28 -0.79 0.130
H -0.61 1.24 -1.44 0.128
H -1.15 1.40 1.02 0.125
H 0.56 1.71 0.65 0.131
H 0.81 -0.79 1.26 0.131
H 0.15 -0.96 3.44 0.129


Model two:
16
Properties=species:S:1:pos:R:3:lowdin_charge:R:1 method="wB97M-V/def2-TZVPD" smiles="C[C@@H](O)CC(N)=O" e_lumo_ha=0.026 orbital_gap_ev=10.860
C 0.26 0.06 2.14 -0.062
C 0.50 0.59 0.69 -0.424
O 1.71 0.13 0.12 -0.051
C -0.78 0.11 -0.04 -0.071
C -0.93 0.07 -1.60 -0.453
O -1.81 0.47 -2.33 0.076
N 0.22 -0.55 -2.17 0.101
H 0.11 -1.03 2.21 0.082
H -0.63 0.51 2.60 0.084
H 1.11 0.32 2.77 0.072
H 0.58 1.69 0.79 0.141
H 1.56 -0.03 -0.84 0.054
H -0.84 -0.95 0.25 0.117
H -1.60 0.65 0.44 0.122
H 0.16 -0.55 -3.19 0.105
H 0.38 -1.49 -1.84 0.107


Decreasing stability: model two, model one


Model one:
10
Properties=species:S:1:pos:R:3:lowdin_charge:R:1 method="wB97M-V/def2-TZVPD" total_charge=+1 e_lumo_ha="-0.336 / -0.336" orbital_gap_ev="7.356 / 7.353"
C 1.71 0.00 0.78 0.250
C 1.82 -0.56 -0.50 -0.030
C -1.57 0.26 0.15 0.036
N 0.57 -0.45 -0.83 0.174
N 0.60 0.46 1.20 0.199
N -0.15 0.14 0.15 -0.188
H 2.73 -0.73 -1.21 0.192
H -1.74 1.13 0.78 0.111
H -1.78 0.35 -0.97 0.141
H -2.20 -0.60 0.45 0.116


Model two:
10
Properties=species:S:1:pos:R:3:lowdin_charge:R:1 method="wB97M-V/def2-TZVPD" smiles="CC1=NN=[N+]=C1" total_charge=+1 e_lumo_ha="-0.353 / -0.346" orbital_gap_ev="7.799 / 7.398"
C -0.49 -1.09 1.67 0.060
C 0.31 -0.96 0.43 -0.152
C 0.33 0.13 -0.51 0.042
N -0.04 -2.19 2.20 0.135
N 1.07 -2.12 0.36 0.169
N 0.62 -2.81 1.27 0.153
H -1.25 -0.51 2.18 0.150
H -0.36 0.89 -0.10 0.122
H -0.02 -0.05 -1.63 0.199
H 1.38 0.34 -0.58 0.124


Decreasing stability: model two, model one


Model one:
12
Properties=species:S:1:pos:R:3:lowdin_charge:R:1 method="wB97M-V/def2-TZVPD" total_charge=+1 e_lumo_ha=-0.222 orbital_gap_ev=7.251
C 0.64 1.99 -0.37 0.035
C -0.18 0.91 0.12 -0.061
N -2.11 -5.14 -0.48 0.141
N -1.15 -3.14 0.18 0.159
N -1.69 -4.07 -0.22 -0.321
O 0.25 -0.23 0.40 0.278
H 0.50 2.93 0.03 0.083
H 0.26 1.92 -1.46 0.181
H 1.74 1.62 -0.35 0.161
H -1.09 1.31 0.47 0.160
H -2.89 -5.20 -1.13 0.106
H -0.37 -0.77 0.78 0.079


Model two:
12
Properties=species:S:1:pos:R:3:lowdin_charge:R:1 method="wB97M-V/def2-TZVPD" total_charge=+1 e_lumo_ha=-0.134 orbital_gap_ev=12.101
C 1.37 0.62 0.94 -0.185
C -0.73 -0.38 -0.42 -0.308
N -1.26 0.22 -1.46 0.188
N 0.27 1.01 0.31 0.151
N -0.38 -1.45 0.04 0.177
O 1.71 -0.58 1.23 0.116
H 2.03 1.47 1.40 0.195
H -1.23 1.22 -1.30 0.126
H -2.05 -0.34 -1.79 0.160
H -0.10 1.91 0.44 0.110
H -0.72 -2.39 -0.14 0.139
H 1.11 -1.30 0.75 0.132


Decreasing stability: model two, model one